1.
98
Properties=species:S:1:pos:R:3:forces:R:3 method="wB97M-V/def2-TZVPD" lumo_energy_ev=-10.68 charge=+4
O -4.596 -3.057 -1.545 0.042 0.001 0.366
O -3.443 2.690 1.059 -0.265 -0.245 -0.250
O 0.193 -0.626 -0.999 -0.178 0.310 0.357
O -1.994 -0.784 -0.931 0.996 -0.319 -0.017
O -1.093 1.105 -0.576 1.026 0.188 0.078
N 1.110 1.610 3.412 -0.967 -0.101 0.866
N 2.737 2.721 -2.816 0.006 -0.324 0.319
N -3.993 -4.948 0.643 0.025 -0.539 -1.304
N -0.921 -0.110 -0.836 -2.052 -0.066 -0.136
N -4.350 1.296 -1.071 -0.292 0.925 -0.192
N 3.090 -5.082 2.815 -0.063 -0.549 1.786
C 1.706 -1.084 3.227 0.545 0.459 0.178
C 3.326 1.508 -2.094 -0.078 0.221 -0.154
C 4.354 2.308 -4.700 -0.147 -0.306 -1.459
C 1.894 -0.376 4.416 -0.256 0.015 0.694
C 2.347 3.679 -1.699 -0.758 -0.593 -0.054
C -5.229 1.373 0.149 0.428 -0.341 0.768
C 1.537 2.287 -3.644 0.301 0.108 1.674
C -1.622 -4.401 0.383 -0.943 0.514 0.337
C 3.792 3.309 -3.703 0.923 0.167 -0.484
C 3.690 -4.104 2.121 -0.157 -0.044 -0.087
C -5.069 0.062 0.920 -0.220 0.188 0.216
C 0.740 0.922 2.327 0.456 0.024 -0.176
C 0.781 3.047 3.559 1.054 0.497 0.291
C 1.482 4.852 -2.081 1.123 1.157 -1.686
C 2.215 -2.491 3.125 -0.279 -0.204 -0.883
C 1.242 5.838 -0.952 -0.492 -0.973 0.511
C 3.850 0.454 -3.059 0.549 0.400 -0.042
C 1.128 -0.397 2.171 -0.571 -0.250 -0.395
C -5.003 -2.951 -2.910 -0.158 0.562 -0.323
C -2.944 3.595 2.022 1.218 -0.356 0.125
C 1.655 -3.521 3.859 0.378 -0.749 0.762
C -4.853 2.581 0.990 0.592 0.789 0.945
C 3.234 -2.812 2.214 -0.260 0.606 0.292
C 4.874 1.036 -4.089 -0.157 -0.494 1.922
C -3.305 -3.591 -1.394 -0.300 -1.530 -0.187
C 2.120 -4.837 3.723 -0.485 2.026 -0.923
C -3.051 -3.903 0.067 0.570 0.402 0.259
C 3.693 -6.423 2.881 0.261 -0.952 -0.106
C 1.622 0.980 4.500 0.142 -0.366 -1.001
H 2.559 1.126 -1.418 -0.326 -0.126 -0.423
H -0.879 -3.650 0.122 -0.083 0.085 0.074
H 0.924 3.165 -3.808 0.155 -0.074 -0.614
H -4.654 0.546 -1.691 0.145 -0.073 0.051
H 4.351 -0.274 -2.419 -0.047 -0.227 -0.195
H -3.882 -5.810 0.096 -0.358 0.074 -0.126
H 1.885 1.757 -4.518 -0.231 0.133 -0.135
H -4.430 2.183 -1.577 0.113 -0.120 -0.172
H 4.546 -4.412 1.537 -0.071 0.110 -0.153
H -3.352 -3.002 0.606 0.579 0.084 0.220
H 5.168 2.755 -5.276 -0.044 0.407 0.292
H -1.350 -5.336 -0.106 -0.254 0.006 -0.181
H -4.538 -3.699 -3.552 0.079 -0.071 0.114
H 3.406 -7.028 2.022 0.190 0.205 -0.146
H 3.293 4.013 -1.274 -0.052 0.103 0.058
H -4.751 -1.954 -3.280 0.217 -0.069 -0.136
H -5.218 2.475 2.017 -0.355 -0.401 -0.122
H 0.478 3.477 2.611 -0.212 -0.151 0.032
H 2.076 5.896 -0.251 0.245 0.390 -0.336
H -6.083 -3.044 -3.002 -0.006 -0.171 0.353
H -3.280 -4.532 -1.960 0.248 -0.131 -0.095
H 4.772 -6.350 2.997 -0.013 0.131 -0.334
H 1.708 3.533 3.871 0.028 0.068 -0.245
H -1.882 3.337 2.089 0.052 0.190 -0.173
H 3.408 4.180 -4.230 -0.302 -0.071 0.100
H 0.422 5.444 -0.342 -0.183 0.339 -0.037
H 1.825 3.055 -0.968 0.081 -0.029 0.048
H 0.158 1.437 1.570 0.164 0.046 -0.136
H -4.958 -4.617 0.547 -0.062 -0.230 0.175
H 0.560 4.670 -2.635 -0.184 -0.608 0.598
H 5.784 1.277 -3.528 -0.007 0.030 0.076
H 4.631 3.661 -3.098 -0.262 -0.036 0.407
H -3.349 1.173 -0.840 0.081 -0.232 0.221
H -1.651 -4.572 1.462 0.629 0.003 0.033
H 0.098 3.252 4.381 -0.418 -0.408 -0.264
H 2.045 5.383 -2.864 0.115 0.138 0.193
H 2.189 -0.928 5.299 0.366 0.307 0.072
H 0.968 6.796 -1.381 0.054 0.153 0.351
H 5.191 0.246 -4.764 -0.290 0.235 -0.429
H -4.064 -0.066 1.326 0.103 0.329 -0.110
H -5.310 3.519 0.657 0.080 -0.061 -0.486
H 4.081 1.886 -1.401 0.362 0.172 -0.445
H -6.256 1.582 -0.147 -0.029 -0.537 -0.399
H -5.274 -0.832 0.330 -0.260 0.136 -0.131
H 1.816 1.631 5.339 0.059 -0.295 0.243
H 3.635 2.082 -5.494 -0.182 0.019 0.168
H -3.761 -5.241 1.592 -0.210 0.491 0.224
H 3.012 -0.040 -3.549 0.029 -0.084 -0.056
H 3.695 -2.012 1.652 0.157 -0.175 -0.130
H -3.290 3.437 3.047 -0.695 0.013 -0.185
H 0.861 -0.858 1.224 0.163 -0.101 -0.006
H -2.995 4.641 1.727 -0.410 0.042 -0.030
H 0.949 -3.316 4.655 -0.240 -0.054 -0.201
H -5.755 0.123 1.765 -0.060 -0.287 -0.040
H -2.469 -2.989 -1.748 -0.201 0.468 0.028
H 0.992 1.636 -2.958 -0.208 -0.192 -0.324
H 1.651 -5.625 4.289 0.400 -0.333 -0.056
H 3.346 -6.948 3.767 -0.195 0.180 0.034



2.
100
Properties=species:S:1:pos:R:3:forces:R:3 method="wB97M-V/def2-TZVPD" smiles="CCOC(C)=O.CCOC(C)=O.CCOC(C)=O.CCOC(C)=O.CCOC(C)=O.CC(C)=O.CC(C)=O.CC(C)=O" lumo_energy_ev=0.37
O -18.727 -8.327 1.544 -0.561 -2.817 1.592
O -19.688 -3.142 1.594 -0.455 -0.478 0.344
O -19.218 -5.675 -3.086 0.300 -0.900 -0.211
O -19.862 -10.253 2.099 0.236 0.063 -0.457
O -22.020 -0.273 -0.165 0.863 -0.012 -0.666
O -23.363 -3.556 -4.911 -1.790 -0.022 -0.642
O -21.490 -3.650 6.438 -0.033 -0.280 -1.063
O -20.923 1.594 -0.948 -1.002 -0.702 0.467
O -18.571 -7.795 -3.476 0.197 -1.400 1.340
O -14.655 -5.102 3.111 -0.498 0.767 -0.003
O -17.790 0.277 2.463 0.454 0.192 -0.239
O -25.199 -4.794 -4.229 1.288 0.396 0.049
O -16.688 -4.214 2.631 -1.021 -0.240 -0.414
C -19.894 1.368 2.474 -0.324 0.135 0.406
C -15.823 -5.210 2.793 1.277 -0.075 0.893
C -25.548 -2.961 -5.678 0.326 0.105 0.641
C -20.723 -4.687 4.378 0.208 0.238 0.839
C -16.363 -6.576 2.522 -0.459 1.007 -0.086
C -19.324 -0.618 3.941 -1.342 -1.185 1.751
C -18.993 -6.615 -3.835 -0.974 2.001 0.422
C -20.693 -10.238 0.923 -1.459 0.802 -0.026
C -20.285 -5.251 0.509 -0.020 0.439 0.929
C -18.873 -9.347 2.247 0.370 1.305 -1.392
C -18.348 -8.135 -2.046 1.343 0.386 -0.689
C -21.713 -3.894 5.264 0.399 -0.203 0.257
C -20.946 0.441 -0.575 0.939 0.296 -0.689
C -19.553 -3.923 0.678 0.701 0.377 -0.461
C -18.903 0.326 2.937 0.583 0.364 -1.869
C -16.871 -7.713 -1.715 -0.697 -0.466 0.288
C -24.688 -3.882 -4.838 -0.443 -0.461 -0.700
C -22.421 -4.273 -4.190 1.865 -0.035 2.485
C -19.676 -0.383 -0.480 0.126 0.327 1.019
C -15.284 -2.338 1.832 -0.868 -0.686 0.526
C -19.243 -6.567 -5.314 -0.337 0.543 0.161
C -21.636 -9.042 0.858 0.284 0.571 -0.126
C -17.966 -9.790 3.394 -0.188 0.954 -0.414
C -22.194 -3.613 -2.763 -0.319 -0.670 -0.760
C -16.309 -2.863 2.851 2.142 0.823 0.311
C -18.674 -3.537 -0.495 0.094 0.024 0.238
C -22.996 -3.428 4.591 0.414 0.107 0.862
C -23.246 0.364 0.115 -0.948 -0.012 1.205
C -23.179 0.914 1.537 -0.679 0.836 -0.355
H -16.131 -7.207 3.379 0.110 -0.024 -0.259
H -22.585 -5.340 -4.038 -0.891 0.057 -0.213
H -20.292 -4.084 3.579 -0.387 0.203 -0.158
H -20.401 -0.784 3.906 -0.096 0.153 0.105
H -24.141 1.332 1.833 -0.285 -0.139 -0.130
H -18.184 -2.572 -0.365 -0.285 -0.056 0.268
H -21.781 -4.338 -2.061 0.317 -0.075 -0.237
H -22.531 -9.236 0.267 0.172 -0.329 -0.242
H -17.870 -4.253 -0.669 -0.319 -0.347 -0.204
H -15.000 -1.347 2.186 -0.206 0.189 -0.518
H -18.885 -1.614 3.978 0.482 0.360 -0.352
H -18.824 0.277 -0.316 -0.087 0.282 -0.516
H -15.815 -2.371 0.881 0.652 0.426 -0.370
H -19.639 2.329 2.921 0.174 0.105 -0.085
H -24.982 -2.101 -6.036 -0.266 -0.021 0.038
H -20.907 1.141 2.805 0.189 -0.069 -0.043
H -19.105 -0.111 4.881 -0.119 -0.122 0.408
H -21.097 -8.220 0.387 -0.299 0.345 0.394
H -19.716 -5.926 -0.130 -0.357 0.117 -0.150
H -19.886 1.476 1.389 0.203 0.082 0.187
H -21.398 -11.066 0.993 0.886 -0.619 0.169
H -22.726 -2.951 3.648 -0.412 -0.260 -0.205
H -14.391 -2.962 1.874 -0.139 -0.032 -0.351
H -18.283 -6.677 -5.818 -0.315 -0.365 -0.324
H -17.008 -9.280 3.298 -0.049 -0.207 -0.097
H -23.146 -3.333 -2.313 -0.163 0.112 -0.255
H -21.493 -4.245 -4.761 -0.015 0.336 0.000
H -19.362 -3.493 -1.339 0.324 -0.183 -0.420
H -19.870 -5.009 4.975 -0.141 -0.020 0.244
H -18.501 -9.214 -2.051 0.465 -0.011 -0.019
H -16.691 -6.638 -1.690 -0.443 0.066 -0.367
H -16.188 -8.170 -2.430 -0.166 0.073 -0.181
H -20.122 -10.249 -0.005 0.330 -0.393 0.267
H -23.672 -4.280 4.517 0.105 -0.096 -0.616
H -22.974 0.104 2.237 0.389 0.165 -0.021
H -17.435 -6.541 2.331 0.287 -0.326 -0.237
H -18.419 -9.403 4.307 -0.055 -0.215 0.166
H -19.700 -5.614 -5.582 0.328 0.084 0.136
H -19.451 -1.048 -1.313 -0.441 0.106 0.073
H -23.597 1.074 -0.634 0.512 0.131 -0.036
H -16.520 -8.044 -0.737 -0.440 -0.303 0.155
H -23.985 -0.434 0.175 0.083 -0.177 -0.452
H -22.511 1.773 1.608 0.322 -0.361 0.093
H -23.507 -2.734 5.258 0.176 0.185 -0.089
H -21.165 -5.580 3.935 -0.299 0.109 -0.048
H -15.745 -2.802 3.782 -0.561 -0.138 0.520
H -19.709 -0.911 0.473 -0.176 -0.657 -0.290
H -20.005 -7.312 -5.540 0.502 -0.378 -0.332
H -26.052 -3.476 -6.496 0.314 -0.179 0.049
H -26.328 -2.705 -4.961 -0.125 0.516 -0.269
H -19.124 -7.765 -1.376 0.176 0.664 -0.283
H -20.509 -5.733 1.461 0.449 0.038 0.190
H -17.170 -2.194 2.852 -0.156 -0.623 0.039
H -15.746 -6.802 1.652 -0.430 -0.892 -0.112
H -17.850 -10.872 3.453 -0.143 0.198 -0.067
H -22.025 -8.790 1.845 0.302 0.201 0.091
H -21.550 -2.734 -2.790 -0.045 -0.040 -0.151
H -21.288 -5.011 0.157 0.070 -0.059 -0.654



Number 1: orbital gap 7.1 eV. Number 2: orbital gap 9.9 eV.